Record 1
A cluster of 2 separate species, C5H14N3O in total. Source: the Open Molecules 2025 dataset; level of theory: ωB97M-V with the def2-TZVPD basis set.

Structure (XYZ):
```
23
C5H14N3O, DFT ωB97M-V with the def2-TZVPD basis set
C 2.927 -0.120 0.094
C 3.718 -0.877 -0.623
C -0.761 0.167 1.446
C -2.443 0.273 -0.316
C -0.903 -1.586 -0.139
N 0.225 1.710 -0.712
N 0.043 0.267 -0.886
N -0.924 -0.152 0.008
O 2.206 0.559 0.761
H 3.340 -1.219 -1.600
H 0.909 2.011 -1.533
H 4.479 -1.512 -0.145
H -0.876 1.281 1.659
H -1.524 -0.321 2.213
H 0.211 -0.254 1.845
H -2.704 0.145 -1.337
H -3.149 -0.281 0.237
H -2.489 1.311 0.096
H -1.776 -2.144 -0.090
H -0.403 -1.792 -1.111
H -0.217 -1.866 0.607
H -0.634 2.355 -0.599
H 0.744 2.044 0.123
```

Calculated values
Orbital gap (alpha / beta)   6.01 / 7.01 eV
2S+1   3
HOMO (alpha / beta)   -0.3333 / -0.4584 hartree
<S²>   2.01
Charge   +1


Record 2
A structure of composition C4H6O2. Source: the Open Molecules 2025 dataset; level of theory: ωB97M-V with the def2-TZVPD basis set.

Structure (XYZ):
```
12
C4H6O2, DFT ωB97M-V with the def2-TZVPD basis set
O -0.632 1.141 -1.547
C -0.043 1.166 -0.296
C -0.393 0.124 0.779
C -0.355 -1.280 0.191
O 0.912 -1.032 -0.471
C 1.009 0.236 0.170
H -0.380 0.206 -1.712
H 0.024 2.179 0.070
H -0.720 0.369 1.786
H -0.237 -2.070 0.939
H -1.145 -1.555 -0.518
H 1.959 0.516 0.609
```

Calculated values
Orbital gap   10.35 eV
HOMO   -0.3456 hartree


Record 3
A structure of composition C4H5N2S2. Source: the Open Molecules 2025 dataset; level of theory: ωB97M-V with the def2-TZVPD basis set.

Structure (XYZ):
```
13
C4H5N2S2, DFT ωB97M-V with the def2-TZVPD basis set
C 1.129 -0.134 0.311
C 0.231 -1.536 1.632
C -1.166 0.005 -0.258
C -0.249 1.110 -0.969
N -0.109 -0.577 0.547
N 1.121 0.892 -0.506
S -0.512 -2.793 2.272
S 1.995 -0.959 1.559
H -1.924 0.347 0.329
H -1.541 -0.754 -0.938
H -0.229 1.187 -2.104
H -0.707 1.987 -0.721
H 1.962 1.225 -1.154
```

Calculated values
Orbital gap   8.60 eV
HOMO   -0.5053 hartree
Charge   +1


ΔE to the lowest compared entry with this formula, charge and spin values, unit kJ/mol, following the record order: 463.6 297.5 24.6.